DFT (ωB97M-V with the def2-TZVPD basis set) results for a 2-piece molecular cluster, C4H12 overall at a distorted geometry.

Summary:
⟨S²⟩ = 0.750
frontier orbital gap (alpha / beta) = 0.104 / 0.440 Eh
spin multiplicity = 2
energy above the lowest of the compared OMol25 structures with the same formula, charge and spin = 21.5 kcal/mol
charge = -1
HOMO energy (alpha / beta) = 1.563 / -7.498 eV
LUMO energy (alpha / beta) = 4.40 / 4.46 eV

Geometry as XYZ:
```
16
C4H12 ωB97M-V with the def2-TZVPD basis set
C 1.58877 0.22397 -1.85501
C 0.09514 0.65725 -1.76918
H 1.80590 -0.24256 -0.86922
H 1.74252 -0.56955 -2.64610
H 2.32120 0.95880 -1.90359
H -0.30801 1.07421 -2.74760
H -0.10063 1.42316 -0.97480
H -0.51943 -0.10789 -1.43079
C -1.17767 -1.09783 1.57588
C -0.47838 0.22327 1.99857
H -0.47220 -1.88779 1.41744
H -1.85336 -1.27184 2.44793
H -1.70276 -1.15283 0.57383
H -0.99322 0.49902 2.89584
H -0.65029 1.16783 1.30397
H 0.56313 0.06951 2.23154
```

Mulliken population analysis, charges in e, atoms 1 to 4: -1.65, -0.82, 0.35, 0.48